# 1
Here is 2 unconnected molecules or ions with the total composition FH4NSi at a distorted geometry from OMol25. Energies are from wB97M-V/def2-TZVPD.

spin multiplicity = 1
net charge = 0
gap between HOMO and LUMO = 8.513 eV
energy above the lowest of the compared OMol25 structures with the same formula, charge and spin = 219.3 kJ/mol
M = 65.12 g mol⁻¹

```
7
Properties=species:S:1:pos:R:3:forces:R:3
N 1.073 -0.157 0.795 0.23 0.15 0.58
F 0.520 -2.349 -1.690 -0.85 -0.06 -0.36
Si -1.024 -2.008 -2.195 1.12 0.00 0.45
H 1.261 -0.994 0.311 0.98 -1.10 -1.19
H 0.412 -0.549 1.436 -0.75 0.46 0.88
H 0.562 0.390 0.132 -0.44 0.49 -0.26
H -0.947 -0.613 -1.571 -0.29 0.06 -0.11
```
Forces are in eV/Å.


# 2
Here is FHIPS in the gas phase at a distorted geometry from OMol25. Energies are from wB97M-V/def2-TZVPD.

spin multiplicity = 3
net charge = 0
gap between HOMO and LUMO (spin up / spin down) = 6.537 / 5.330 eV
⟨S²⟩ = 2.013
energy above the lowest of the compared OMol25 structures with the same formula, charge and spin = 33.9 kJ/mol
M = 209.95 g mol⁻¹

```
5
Properties=species:S:1:pos:R:3:forces:R:3
F 0.539 0.037 -1.446 -0.33 0.13 -1.49
P -0.197 -0.103 -0.088 -0.73 4.38 0.76
S -1.349 -1.577 0.078 -2.39 -2.59 -0.22
I 1.844 0.235 1.236 3.04 0.30 2.11
H -0.837 1.408 0.221 0.41 -2.21 -1.15
```
Forces are in eV/Å.


# 3
Here is FHN2O2S in the gas phase at a distorted geometry from OMol25. Energies are from wB97M-V/def2-TZVPD.

spin multiplicity = 1
net charge = 0
gap between HOMO and LUMO = 9.805 eV
structure (SMILES) = O=[N+]([O-])N(F)S
energy above the lowest of the compared OMol25 structures with the same formula, charge and spin = 340.8 kJ/mol
M = 112.08 g mol⁻¹

```
7
Properties=species:S:1:pos:R:3:forces:R:3
N 0.283 1.013 -0.259 -1.59 -1.76 -1.07
N -0.605 -0.137 0.233 -0.27 1.25 1.09
O -0.256 1.943 -0.748 -0.58 0.64 0.04
O 1.422 0.778 -0.076 1.45 -0.03 0.63
F -1.875 -0.095 -0.389 1.72 -0.11 0.39
S 0.061 -1.719 0.143 -0.80 -0.83 -2.01
H 0.970 -1.784 1.095 0.06 0.85 0.91
```
Forces are in eV/Å.